# 1
Entry from the OMol25 dataset: one molecule with the formula C19H22N4O2 (ωB97M-V with the def2-TZVPD basis set).

The geometry in ORCA input format:
```
! RIJCOSX wB97M-V def2-TZVPD def2/J DEFGRID3
* xyz 0 1
N -2.66951 5.67233 1.53064
C -1.90289 5.16075 2.52684
O -2.02254 5.52619 3.67814
C -0.91360 4.12702 2.11012
C -0.36765 4.05872 0.83204
C 0.55456 3.08311 0.50585
C 0.94507 2.14789 1.46062
C 0.41360 2.22296 2.74873
C -0.49752 3.20527 3.06829
H -0.90703 3.27774 4.06423
H 0.72215 1.50691 3.49818
N 1.85392 1.12183 1.19147
C 2.46695 0.79956 0.01417
O 2.33740 1.41739 -1.01942
C 3.27575 -0.49732 0.09338
N 2.49207 -1.66351 -0.28142
C 1.38265 -1.94663 0.61160
C 0.78627 -3.30532 0.22192
N 0.33040 -3.31912 -1.14798
C -0.94863 -2.87982 -1.47386
C -1.42389 -3.04394 -2.78118
C -2.70608 -2.67384 -3.12898
C -3.56763 -2.13736 -2.18628
C -3.12132 -1.98707 -0.88653
C -1.83481 -2.34856 -0.53171
H -1.53071 -2.20153 0.49304
H -3.77745 -1.57366 -0.13359
H -4.57036 -1.84711 -2.46024
H -3.03925 -2.81411 -4.14725
H -0.78858 -3.48712 -3.53264
C 1.44063 -3.00335 -2.02295
H 1.12273 -2.99109 -3.06289
C 2.04085 -1.63942 -1.66291
H 2.90006 -1.43182 -2.30299
H 1.28248 -0.85821 -1.83748
H 2.20379 -3.77744 -1.89511
H -0.02647 -3.58200 0.89293
H 1.57381 -4.06181 0.30720
H 1.76008 -1.99610 1.63722
H 0.59467 -1.17556 0.55517
H 4.10998 -0.42172 -0.60810
H 3.67092 -0.65958 1.10025
H 2.05616 0.53095 1.98677
H 0.97684 3.04039 -0.48390
H -0.63341 4.78779 0.08074
H -2.66769 5.29238 0.60207
H -3.37677 6.34493 1.77579
*
```

Output
SMILES: NC(=O)c1ccc(NC(=O)CN2CCN(c3ccccc3)CC2)cc1
HOMO in eV: -7.708
Lowest unoccupied orbital energy in eV: 0.50
Energy above the lowest of the compared OMol25 structures with the same formula, charge and spin in kcal/mol: 13.7


# 2
Entry from the OMol25 dataset: C6H5B2BrF8MnNO2 as an isolated structure in a non-equilibrium geometry (ωB97M-V with the def2-TZVPD basis set).

The geometry in ORCA input format:
```
! RIJCOSX wB97M-V def2-TZVPD def2/J DEFGRID3
* xyz 0 7
Mn 2.39615 0.39881 1.10811
Br 1.31192 1.24656 3.21911
B 2.46269 1.88265 -0.53077
F 2.73872 2.75289 -1.57415
F 2.69794 0.54913 -0.88528
F 3.34253 2.12436 0.52623
F 1.27775 1.85482 0.02007
B 3.78879 -1.49516 1.45857
F 3.16464 -1.73731 0.25037
F 4.63985 -2.54526 1.76342
F 4.39530 -0.30477 1.50603
F 2.75936 -1.32132 2.31425
C -4.00854 0.65025 -1.21358
C -4.15316 -0.47366 -0.46455
C -3.03890 -1.14175 0.03019
C -1.75481 -0.68899 -0.37385
C -1.66605 0.50341 -1.12985
C -2.81910 1.14696 -1.54238
N -0.53772 -1.38383 0.09234
O -0.65481 -2.53531 0.29854
O 0.45812 -0.67830 0.23975
H -4.86969 1.18134 -1.59142
H -5.20810 -0.65323 -0.31872
H -3.23137 -2.10536 0.47832
H -0.68273 0.75679 -1.49764
H -2.80875 2.01627 -2.18315
*
```

Output
HOMO (alpha / beta) in eV: -10.651 / -10.651
⟨S²⟩: 12.004
Lowest unoccupied orbital energy (alpha / beta) in eV: -1.13 / -5.55


# 3
Entry from the OMol25 dataset: C23H62N9O12Sr as an isolated structure in a non-equilibrium geometry (ωB97M-V with the def2-TZVPD basis set).

The geometry in ORCA input format:
```
! RIJCOSX wB97M-V def2-TZVPD def2/J DEFGRID3
* xyz 1 1
Sr 1.91095 -3.32585 1.09642
C -1.07007 -0.45614 -0.33553
C -0.36186 -1.70020 0.11565
O -0.39059 -2.12639 1.30278
O 0.49563 -2.17559 -0.71006
H -1.81338 -0.14418 0.39572
H -1.52685 -0.56967 -1.31885
H -0.33248 0.33080 -0.50124
C 2.61388 -4.61616 -2.06185
O 2.75579 -4.19825 -0.88590
N 1.43663 -4.46760 -2.69335
N 3.64609 -5.17275 -2.72278
H 1.24839 -4.89489 -3.58346
H 0.71475 -3.91354 -2.25437
H 3.52442 -5.52594 -3.65372
H 4.48290 -5.23608 -2.17059
C -4.60337 -1.77192 -4.73864
O -5.75387 -2.17406 -4.67356
N -3.78844 -1.69917 -3.63231
N -4.04721 -1.36584 -5.92644
H -2.88767 -1.26940 -3.76065
H -4.21710 -1.63361 -2.70637
H -3.09088 -1.09211 -6.03709
H -4.65741 -1.51788 -6.70884
C -2.34989 -4.18492 3.42609
O -2.97378 -5.07437 3.94210
N -1.04759 -3.83179 3.77211
N -2.86054 -3.32591 2.47860
H -0.64433 -4.16566 4.62373
H -0.67907 -3.12161 3.16680
H -2.30549 -2.52885 2.21315
H -3.84747 -3.33995 2.29510
C -1.00297 -0.28079 5.50743
O -0.26209 0.77380 4.95949
C -0.43231 0.85791 3.56913
C 0.46118 1.91670 2.98103
N 1.85495 1.57199 3.16904
C 2.77392 2.62337 2.69379
C 2.55308 3.96848 3.36819
O 1.84676 4.82023 2.50767
C 1.89481 6.17117 2.91415
H -2.03258 -0.29648 5.11689
H -1.02155 -0.15908 6.58523
H -0.60280 -1.26483 5.21952
H -1.49957 1.02586 3.36823
H -0.19173 -0.10164 3.07836
H 0.25250 2.91388 3.35932
H 0.21926 1.94347 1.89893
H 2.08442 0.72399 2.66715
H 2.61453 2.72295 1.60694
H 3.81884 2.32470 2.77892
H 3.54456 4.37265 3.61942
H 2.05371 3.82924 4.33733
H 1.44473 6.28071 3.91148
H 1.24778 6.77367 2.27856
H 2.92375 6.53519 2.89003
C -4.61667 -5.46780 0.38004
O -5.28888 -4.24573 0.17743
C -5.39141 -3.90487 -1.18980
C -5.99553 -2.53748 -1.31633
N -4.97785 -1.50807 -0.93692
C -5.62120 -0.19156 -0.86397
C -4.65082 0.94168 -0.65287
O -4.11185 0.94440 0.64390
C -3.34747 2.12693 0.82626
H -4.97074 -6.33066 -0.19207
H -4.77124 -5.70301 1.43464
H -3.54094 -5.32943 0.21227
H -5.94510 -4.67424 -1.74478
H -4.39792 -3.93146 -1.66804
H -6.80883 -2.45347 -0.58446
H -6.35756 -2.37395 -2.33062
H -4.70552 -1.76808 0.00702
H -6.41007 -0.19273 -0.10134
H -6.09052 -0.01640 -1.83645
H -5.19628 1.86769 -0.88054
H -3.87479 0.85215 -1.42814
H -2.82453 2.11930 1.78342
H -4.05210 2.95899 0.78005
H -2.52118 2.22768 0.11022
C 2.40248 0.85304 -0.87261
O 3.54529 1.66844 -0.96002
C 3.94164 2.03872 -2.26123
C 5.37678 1.56285 -2.50184
N 6.37014 2.20126 -1.64023
C 6.65875 3.57968 -2.02575
C 7.18576 4.33475 -0.82293
O 6.21213 4.50268 0.19381
C 5.23762 5.47949 -0.08160
H 2.08973 0.83663 0.17279
H 2.54442 -0.13654 -1.31778
H 1.59659 1.36358 -1.41946
H 3.83065 3.11948 -2.39629
H 3.32290 1.60355 -3.05936
H 5.62703 1.79771 -3.53967
H 5.37909 0.48470 -2.33039
H 6.00059 2.19214 -0.69448
H 5.73908 4.09644 -2.33020
H 7.41629 3.61981 -2.80905
H 7.54156 5.33145 -1.12285
H 8.06742 3.87156 -0.37721
H 5.10373 6.13503 0.77891
H 4.27790 5.01918 -0.34003
H 5.51845 6.10936 -0.93337
O 1.05119 -1.25781 -3.50437
H 1.31409 -2.04106 -3.99341
H 0.99443 -1.53370 -2.57918
*
```

Output
HOMO in eV: -10.492
Lowest unoccupied orbital energy in eV: -4.48
Energy above the lowest of the compared OMol25 structures with the same formula, charge and spin in kcal/mol: 0.0


# 4
Entry from the OMol25 dataset: a 3-piece molecular cluster, C3H10NO4 overall in a non-equilibrium geometry (ωB97M-V with the def2-TZVPD basis set).

The geometry in ORCA input format:
```
! RIJCOSX wB97M-V def2-TZVPD def2/J DEFGRID3
* xyz -1 1
C -1.48776 -0.60477 0.34778
N -0.17502 -1.14833 0.17619
C 0.99266 -0.67527 0.90625
O 0.90277 0.31663 1.66764
O 1.96224 -1.39145 0.81302
C -2.33249 -0.81588 -0.94735
H -2.00412 -1.06580 1.21637
H -1.37016 0.49629 0.55415
H 0.13769 -2.05890 -0.20203
H -2.86062 -1.75296 -0.94913
H -1.60127 -0.83276 -1.79273
H -3.22889 -0.14681 -1.13768
H 0.35387 1.65594 -1.49575
H -0.34751 0.48061 -2.08307
O 0.08194 1.27963 -2.37688
H 1.03394 1.53173 0.66630
H -0.27733 2.35880 0.49694
O 0.59743 2.28864 0.10287
*
```

Output
HOMO in eV: -4.806
Lowest unoccupied orbital energy in eV: 3.68
Energy above the lowest of the compared OMol25 structures with the same formula, charge and spin in kcal/mol: 21.5